(1)
ORCA calculation (wB97M-V/def2-TZVPD) on 2 unconnected molecules or ions with the total composition C9H14.

- maximum force (eV Å⁻¹) = 1.6
- E_HOMO (eV) = -9.0
- ΔE to the lowest compared entry with this formula, charge and spin (kJ/mol) = 44.99
- spin multiplicity = 1
- HOMO-LUMO gap (eV) = 10.02
- SMILES = Cc1ccccc1.CC

Positions of all 23 atoms, in Å:
C -1.88 0.17 1.23
C -0.57 0.87 1.46
C 0.33 0.43 2.42
C 1.64 0.85 2.46
C 2.04 1.90 1.62
C 1.14 2.46 0.75
C -0.14 1.89 0.63
H -1.94 -0.20 0.20
H -2.73 0.81 1.41
H -1.93 -0.75 1.82
H 0.06 -0.37 3.11
H 2.39 0.44 3.12
H 3.06 2.27 1.68
H 1.44 3.26 0.08
H -0.70 2.20 -0.25
C 0.37 -2.44 -2.62
C -0.88 -1.61 -2.78
H 1.29 -1.86 -2.50
H 0.31 -3.14 -1.80
H 0.52 -3.00 -3.55
H -1.63 -2.03 -3.44
H -0.84 -0.62 -3.24
H -1.36 -1.52 -1.80


(2)
ORCA calculation (wB97M-V/def2-TZVPD) on a molecular structure, C37H36AsCl3N2O5PPdS2.

- maximum force (eV Å⁻¹) = 2.3
- net charge = +1
- E_HOMO (spin up / spin down) (eV) = -10.3 / -10.3
- ΔE to the lowest compared entry with this formula, charge and spin (kJ/mol) = 204.50
- spin multiplicity = 1
- HOMO-LUMO gap (spin up / spin down) (eV) = 5.48 / 5.48

Positions of all 88 atoms, in Å:
Pd 1.42 0.65 -1.55
O 4.82 -1.26 -0.76
S 3.67 -0.42 -0.78
O 2.38 -1.13 -0.60
O 3.60 0.46 -1.98
C 3.84 0.77 0.58
C 5.14 1.06 0.95
C 5.40 1.99 1.94
C 4.34 2.62 2.58
C 3.04 2.33 2.22
C 2.78 1.42 1.19
P 1.04 1.01 0.80
C 0.12 2.58 0.94
C -1.26 2.50 1.13
C -2.03 3.65 1.16
C -1.43 4.89 0.97
C -0.07 4.96 0.71
C 0.70 3.82 0.69
C 0.69 0.05 2.32
C 0.06 0.63 3.42
C -0.13 -0.12 4.57
C 0.32 -1.43 4.63
C 0.97 -1.99 3.54
C 1.15 -1.26 2.38
H 5.94 0.52 0.46
H 6.42 2.21 2.22
H 4.54 3.34 3.36
H 2.22 2.80 2.74
H -1.72 1.53 1.26
H -3.09 3.58 1.31
H -2.03 5.78 1.02
H 0.40 5.92 0.51
H 1.76 3.88 0.46
H -0.29 1.65 3.38
H -0.61 0.33 5.42
H 0.17 -2.01 5.53
H 1.32 -3.01 3.60
H 1.64 -1.70 1.53
C 2.74 5.06 -3.48
As 2.97 3.20 -2.88
C 3.08 2.12 -4.50
C 4.63 3.30 -1.86
O 1.60 2.88 -2.01
H 3.49 5.32 -4.22
H 2.83 5.72 -2.62
H 1.74 5.19 -3.90
H 3.88 2.47 -5.14
H 2.12 2.19 -5.01
H 3.27 1.09 -4.19
H 5.33 3.99 -2.34
H 5.08 2.31 -1.79
H 4.40 3.65 -0.85
Cl -5.14 -2.77 3.90
C -4.68 -2.78 2.24
C -3.96 -1.72 1.71
C -3.53 -1.78 0.39
C -3.85 -2.85 -0.43
C -3.37 -2.97 -1.86
C -3.54 -1.68 -2.71
N -2.59 -0.63 -2.42
C -2.89 0.68 -2.17
C -1.70 1.33 -2.01
N -0.69 0.43 -2.17
C -1.25 -0.73 -2.42
O -2.04 -3.45 -2.03
C -1.23 -3.73 -0.91
C -1.72 -4.87 -0.07
C -1.81 -4.85 1.29
Cl -1.36 -3.55 2.31
S -2.46 -6.31 1.94
C -2.62 -6.96 0.36
C -2.19 -6.11 -0.60
C -4.64 -3.87 0.11
Cl -5.16 -5.22 -0.84
C -5.03 -3.86 1.44
H -3.71 -0.88 2.33
H -2.93 -0.97 0.02
H -4.02 -3.71 -2.35
H -4.54 -1.28 -2.56
H -3.42 -1.97 -3.76
H -3.89 1.04 -2.14
H -1.51 2.37 -1.82
H -0.72 -1.65 -2.60
H -1.10 -2.84 -0.27
H -0.26 -3.98 -1.36
H -3.03 -7.94 0.23
H -2.21 -6.32 -1.65
H -5.59 -4.69 1.85


(3)
ORCA calculation (wB97M-V/def2-TZVPD) on a molecular structure, H22HeO11.

- maximum force (eV Å⁻¹) = 1.0
- E_HOMO (eV) = -9.9
- ΔE to the lowest compared entry with this formula, charge and spin (kJ/mol) = 27.71
- spin multiplicity = 1
- HOMO-LUMO gap (eV) = 9.84

Positions of all 34 atoms, in Å:
He -0.37 0.18 0.16
O -1.92 -1.01 2.60
H -1.16 -0.44 2.47
H -2.67 -0.41 2.61
O 2.65 0.03 2.99
H 2.97 -0.41 3.78
H 2.86 -0.58 2.28
O 1.14 -0.59 -3.44
H 2.06 -0.74 -3.19
H 1.05 0.36 -3.44
O 0.03 1.17 2.60
H 0.93 0.85 2.52
H -0.01 1.53 3.49
O -1.98 2.75 1.32
H -1.30 2.18 1.69
H -1.90 2.64 0.38
O 1.16 -1.97 -0.79
H 0.79 -1.72 -1.64
H 1.28 -2.92 -0.86
O 0.42 1.96 -3.08
H 1.10 2.54 -2.73
H 0.03 2.45 -3.80
O -2.81 -0.39 -1.74
H -2.58 -1.08 -1.11
H -3.63 -0.03 -1.41
O -1.71 2.21 -1.34
H -0.92 2.27 -1.89
H -2.03 1.32 -1.50
O -1.54 -2.67 0.22
H -0.60 -2.70 0.01
H -1.60 -2.02 0.93
O 3.46 -1.62 1.02
H 2.70 -1.80 0.47
H 4.14 -1.32 0.42


(4)
ORCA calculation (wB97M-V/def2-TZVPD) on 3 unconnected molecules or ions with the total composition C31H34Cl2INO7S.

- maximum force (eV Å⁻¹) = 1.0
- E_HOMO (eV) = -9.2
- spin multiplicity = 1
- HOMO-LUMO gap (eV) = 8.17
- SMILES = [H]/N=C(\C)Cc1cc2c(c(CCCS)c1CCCCl)C(=O)c1cc(I)c(Cl)c(O)c1C2=O.O=C1CCCO1.O=C1CCCO1

Positions of all 77 atoms, in Å:
H -4.14 0.75 -0.26
N -3.42 0.07 -0.49
C -2.40 0.32 0.21
C -2.33 1.46 1.20
C -1.17 -0.55 0.03
C 0.11 0.10 0.52
C 0.74 0.97 -0.37
C 1.88 1.64 0.03
C 2.43 1.46 1.31
C 1.80 0.59 2.21
C 2.36 0.44 3.61
C 1.48 1.10 4.67
C 2.12 1.27 6.07
S 3.69 0.44 6.41
C 0.65 -0.11 1.80
C -0.01 -1.12 2.71
C 0.11 -2.60 2.22
C 1.31 -2.84 1.32
Cl 1.28 -4.54 0.78
C 3.64 2.27 1.60
O 4.60 1.88 2.21
C 3.63 3.65 1.02
C 4.18 4.73 1.68
C 4.16 5.97 1.06
I 5.01 7.61 2.05
C 3.60 6.14 -0.21
Cl 3.55 7.66 -1.02
C 3.04 5.05 -0.88
O 2.45 5.21 -2.09
C 3.08 3.80 -0.25
C 2.51 2.61 -0.91
O 2.56 2.42 -2.10
H -1.66 2.24 0.83
H -3.31 1.90 1.36
H -1.92 1.13 2.15
H -1.33 -1.54 0.43
H -1.07 -0.67 -1.05
H 0.34 1.11 -1.36
H 3.33 0.92 3.64
H 2.55 -0.61 3.83
H 0.53 0.61 4.79
H 1.24 2.10 4.30
H 1.41 0.89 6.80
H 2.25 2.31 6.32
H 3.39 -0.83 6.12
H -1.06 -0.88 2.83
H 0.48 -1.09 3.67
H -0.80 -2.96 1.77
H 0.26 -3.21 3.10
H 2.24 -2.64 1.84
H 1.29 -2.24 0.42
H 4.64 4.62 2.65
H 2.79 4.55 -2.71
O -1.56 -3.65 -1.64
C -0.77 -3.93 -2.50
C -0.57 -5.27 -3.16
C 0.80 -5.11 -3.83
C 0.84 -3.61 -4.09
O 0.08 -3.02 -3.02
H -1.37 -5.42 -3.89
H -0.59 -6.07 -2.43
H 0.93 -5.71 -4.73
H 1.58 -5.38 -3.12
H 0.37 -3.34 -5.04
H 1.85 -3.20 -4.08
O -7.43 1.18 -3.36
C -6.66 0.27 -3.49
C -6.13 -0.31 -4.79
C -5.54 -1.65 -4.33
C -5.15 -1.35 -2.89
O -6.11 -0.38 -2.44
H -5.37 0.36 -5.18
H -6.93 -0.42 -5.51
H -4.71 -2.00 -4.94
H -6.32 -2.42 -4.35
H -4.15 -0.91 -2.82
H -5.19 -2.22 -2.25


(5)
ORCA calculation (wB97M-V/def2-TZVPD) on a molecular structure, C40H42AsBeN3PSb.

- maximum force (eV Å⁻¹) = 0.5
- net charge = +2
- E_HOMO (eV) = -12.4
- spin multiplicity = 1
- HOMO-LUMO gap (eV) = 5.19

Positions of all 89 atoms, in Å:
Be -0.21 -2.50 0.30
C 3.15 -4.31 -3.56
C 3.92 -3.76 -2.54
C 3.33 -3.43 -1.33
C 1.96 -3.64 -1.18
C 1.19 -4.18 -2.19
C 1.79 -4.53 -3.39
N 1.30 -3.31 0.04
N 1.99 -3.35 1.08
C 1.22 -2.98 2.22
C 1.75 -3.12 3.48
C 0.93 -2.83 4.56
C -0.37 -2.40 4.33
C -0.82 -2.27 3.03
N -0.03 -2.55 1.99
H 3.62 -4.57 -4.50
H 4.98 -3.60 -2.68
H 3.91 -3.00 -0.52
H 0.13 -4.35 -2.03
H 1.20 -4.97 -4.18
H 2.77 -3.46 3.59
H 1.30 -2.94 5.57
H -1.03 -2.17 5.15
H -1.82 -1.91 2.81
C -3.12 -5.13 -0.30
Sb -2.45 -3.13 -0.47
C -3.19 -2.60 -2.38
C -3.85 -2.13 0.79
H -4.21 -5.13 -0.34
H -2.79 -5.56 0.65
H -2.73 -5.73 -1.12
H -4.27 -2.50 -2.28
H -2.96 -3.39 -3.09
H -2.76 -1.67 -2.73
H -4.70 -1.84 0.18
H -3.42 -1.23 1.24
H -4.18 -2.81 1.57
C -1.16 0.66 0.01
C -1.12 2.07 -0.57
As 0.19 3.32 0.25
C -0.78 3.53 1.94
C -2.15 3.74 2.00
C -2.80 3.85 3.22
C -2.07 3.75 4.40
C -0.69 3.57 4.35
C -0.05 3.45 3.12
C -0.45 4.88 -0.71
C -0.77 6.06 -0.05
C -1.15 7.19 -0.77
C -1.23 7.14 -2.15
C -0.90 5.97 -2.82
C -0.51 4.84 -2.10
P 0.26 -0.45 -0.31
C 1.65 -0.01 0.76
C 2.97 -0.12 0.32
C 4.02 0.10 1.20
C 3.76 0.40 2.53
C 2.45 0.50 2.98
C 1.40 0.28 2.10
C 0.73 -0.19 -2.03
C 1.45 0.94 -2.41
C 1.73 1.16 -3.75
C 1.29 0.27 -4.71
C 0.57 -0.86 -4.34
C 0.30 -1.09 -3.00
H -2.02 0.12 -0.42
H -1.33 0.68 1.10
H -2.11 2.51 -0.43
H -0.94 2.03 -1.64
H -2.73 3.86 1.09
H -3.86 4.02 3.26
H -2.57 3.85 5.36
H -0.12 3.53 5.27
H 1.03 3.34 3.08
H -0.71 6.11 1.03
H -1.40 8.10 -0.24
H -1.53 8.01 -2.71
H -0.95 5.93 -3.90
H -0.24 3.94 -2.64
H 3.19 -0.36 -0.72
H 5.04 0.03 0.85
H 4.58 0.59 3.21
H 2.24 0.75 4.01
H 0.38 0.39 2.46
H 1.79 1.65 -1.66
H 2.29 2.04 -4.04
H 1.51 0.45 -5.76
H 0.23 -1.56 -5.09
H -0.25 -1.98 -2.71


(6)
ORCA calculation (wB97M-V/def2-TZVPD) on a molecular structure, C6H6I2O.

- maximum force (eV Å⁻¹) = 4.6
- E_HOMO (eV) = -8.6
- ΔE to the lowest compared entry with this formula, charge and spin (kJ/mol) = 63.29
- spin multiplicity = 1
- HOMO-LUMO gap (eV) = 8.54

Positions of all 15 atoms, in Å:
C 1.43 0.20 -1.13
C 0.54 0.25 -2.15
C 0.69 0.14 0.08
C -0.64 0.16 -0.31
C 1.30 -0.04 1.41
C -2.13 -0.15 0.65
O -0.69 0.12 -1.63
I -2.93 -1.98 -0.02
I -3.37 1.50 0.40
H 2.55 0.22 -1.21
H 0.80 0.30 -3.16
H 2.27 0.40 1.38
H 0.63 0.40 2.16
H 1.37 -1.11 1.84
H -1.82 -0.39 1.69


> Look up the spin multiplicity of the third one.

1